No. 1
Density functional theory data (wB97M-V/def2-TZVPD) for C38H35BrN6O5V as an isolated structure.

XYZ file:
```
86
Properties=species:S:1:pos:R:3:forces:R:3
V 0.10914 0.55231 -0.43923 -0.75 0.37 -0.38
O -0.64565 0.60486 -6.49165 -0.02 -0.03 -0.04
C -0.37743 0.52587 -5.17682 0.00 -0.01 0.01
C -0.47814 -0.67548 -4.46562 0.03 0.00 0.03
C -0.19888 -0.64049 -3.11726 -0.04 0.08 -0.14
N 0.16775 0.48499 -2.52338 0.20 0.03 0.42
C 0.28834 1.63127 -3.18387 0.02 -0.06 -0.08
C 0.02061 1.69999 -4.53265 0.01 0.00 0.01
C 0.76129 2.77231 -2.28685 0.02 0.15 -0.18
O 0.98125 3.86057 -2.77699 0.00 -0.05 0.05
O 0.92095 2.40488 -1.06017 -0.05 -0.30 0.20
C -0.24721 -1.80387 -2.14801 -0.07 -0.15 -0.24
O -0.26663 -2.95183 -2.58110 -0.02 0.06 0.07
O -0.19839 -1.45131 -0.91384 0.11 0.13 0.09
H -0.94269 -0.24798 -6.83175 0.02 0.04 0.02
H -0.76920 -1.60568 -4.93726 0.00 0.00 0.01
H 0.11078 2.63495 -5.06784 0.00 -0.01 0.01
Br -5.69236 -1.55512 3.86573 0.05 0.01 -0.02
C -3.98207 -1.13814 3.17802 -0.04 0.00 0.05
C -3.03291 -0.57196 4.01265 -0.04 0.00 0.05
C -1.78433 -0.25458 3.50608 0.00 0.01 -0.09
C -1.48909 -0.51445 2.17049 -0.26 0.01 0.07
C -2.45793 -1.06206 1.33366 0.05 0.00 0.12
C -3.70372 -1.38301 1.84217 -0.02 -0.03 -0.05
N -0.23254 -0.16334 1.61917 0.51 -0.01 -0.02
C 0.82297 -0.29129 2.31836 -0.11 -0.09 -0.03
C 2.09757 0.16211 1.76341 0.12 0.04 0.04
C 3.19711 0.37637 2.57989 0.11 -0.08 -0.15
C 4.35089 0.89385 2.00909 0.01 0.02 -0.01
C 4.35695 1.18423 0.65353 -0.02 -0.02 0.01
C 3.20621 0.95333 -0.08747 0.04 -0.03 0.02
N 2.10320 0.43677 0.44930 -0.07 0.13 0.11
H -3.27525 -0.35520 5.04394 0.00 0.00 -0.01
H -1.07259 0.25845 4.14027 0.03 0.00 -0.02
H -2.22304 -1.24667 0.29621 0.02 0.00 -0.02
H -4.46079 -1.81305 1.20089 0.01 0.00 0.01
H 0.82456 -0.71890 3.31930 -0.10 0.06 0.06
H 3.13824 0.16412 3.63894 -0.01 0.00 0.00
H 5.22212 1.09028 2.61995 0.00 0.00 -0.01
H 5.22214 1.61883 0.17314 0.01 -0.01 0.01
H 3.14544 1.22057 -1.13359 0.00 0.01 -0.01
C 2.65622 -5.08027 -1.00321 -0.01 -0.01 -0.01
C 1.80203 -3.94577 -0.39110 -0.04 0.03 0.05
N 2.56103 -2.69926 -0.39431 0.07 0.05 0.14
C 3.01701 -2.38626 -1.73997 -0.05 -0.06 -0.02
C 4.04923 -3.44083 -2.21121 0.00 0.00 -0.02
N 4.05083 -4.53744 -1.18310 0.01 0.00 0.02
C 4.57634 -4.01653 0.12535 -0.01 0.00 0.00
C 3.69477 -2.79873 0.50810 0.06 -0.06 -0.07
H 2.30783 -5.38525 -1.98898 -0.01 0.02 0.00
H 2.73452 -5.95978 -0.36640 -0.01 -0.01 0.00
H 1.52855 -4.18081 0.63762 0.03 0.00 0.01
H 0.88513 -3.80966 -0.96166 0.00 0.00 -0.02
H 3.46247 -1.39186 -1.75271 0.02 0.00 0.01
H 2.15670 -2.38687 -2.40629 0.02 0.00 0.01
H 5.06753 -3.05828 -2.26761 0.00 0.01 0.01
H 3.78783 -3.89456 -3.16545 0.00 0.01 -0.01
H 4.65654 -5.28777 -1.50606 0.01 -0.01 0.00
H 5.62518 -3.76485 -0.02108 0.00 0.01 0.00
H 4.50605 -4.83438 0.84021 0.00 0.00 0.01
H 4.27183 -1.87376 0.45635 0.00 -0.01 -0.01
H 3.33484 -2.91225 1.53015 0.00 0.00 0.00
N -1.47669 1.46291 -0.20718 0.11 -0.18 -0.20
C -2.27202 2.25808 0.36525 0.24 -0.06 0.17
C -3.65329 2.47691 -0.13847 -0.12 -0.04 -0.02
C -4.36211 3.63494 0.17364 0.03 -0.04 -0.04
C -5.63883 3.83020 -0.33274 -0.02 0.02 0.00
C -6.22058 2.86804 -1.14372 -0.03 0.01 -0.01
C -5.51946 1.71035 -1.45825 0.00 -0.02 -0.02
C -4.24218 1.51778 -0.96290 0.00 0.04 0.05
C -1.81864 2.94228 1.62009 0.00 -0.05 0.00
C -2.63219 2.96287 2.75008 0.00 0.04 -0.03
C -2.15032 3.47677 3.94621 -0.05 -0.01 0.00
C -0.86208 3.98693 4.01514 0.01 0.01 0.05
C -0.05189 3.97782 2.88638 0.02 0.00 -0.02
C -0.52145 3.44959 1.69353 -0.04 -0.04 0.00
H -3.90928 4.39307 0.79867 0.01 0.00 0.01
H -6.17841 4.73758 -0.09419 0.00 -0.01 0.00
H -7.21941 3.01904 -1.53311 0.02 0.00 0.01
H -5.97241 0.95912 -2.09309 0.00 0.01 0.01
H -3.68129 0.62475 -1.20785 0.01 -0.01 0.00
H -3.63720 2.56045 2.69628 0.01 0.01 0.01
H -2.78615 3.48434 4.82292 0.01 0.00 -0.01
H -0.49350 4.40252 4.94477 -0.01 0.00 -0.01
H 0.94679 4.39472 2.93345 -0.01 0.00 0.00
H 0.10345 3.42757 0.80754 -0.01 0.03 0.02
```
Forces are in eV/Å.

highest occupied orbital energy (alpha / beta)	-9.78 / -10.37	eV
calculated total energy	-5691.74980	Eh
net charge	+1
expectation value of S²	2.06
spin multiplicity	3
orbital gap (alpha / beta)	6.59 / 7.02	eV

=====

No. 2
Density functional theory data (wB97M-V/def2-TZVPD) for C4H3NO in the gas phase in a non-equilibrium geometry.

XYZ file:
```
9
Properties=species:S:1:pos:R:3:forces:R:3
C 1.18668 -0.32606 0.84928 -0.15 3.16 -1.72
C -1.45605 -0.23404 0.20184 -0.56 -1.89 1.14
C -0.00088 -0.38344 -0.09203 1.62 -1.43 -1.47
C 1.01930 0.73457 -0.45567 -3.58 0.91 0.88
N 2.13637 0.12676 0.00653 3.24 -1.95 1.80
O -2.07189 0.79069 0.30701 0.49 -0.09 -0.34
H -1.94859 -1.26567 0.42790 0.42 1.35 -0.45
H 0.40858 -1.23659 -0.71428 -2.01 0.40 -0.07
H 0.72647 1.79379 -0.53060 0.53 -0.47 0.22
```
Forces are in eV/Å.

highest occupied orbital energy (alpha / beta)	-6.88 / -10.25	eV
calculated total energy	-283.93182	Eh
expectation value of S²	2.01
spin multiplicity	3
orbital gap (alpha / beta)	6.87 / 7.74	eV

=====

No. 3
Density functional theory data (wB97M-V/def2-TZVPD) for C3H3IS as an isolated structure in a non-equilibrium geometry.

XYZ file:
```
8
Properties=species:S:1:pos:R:3:forces:R:3
C -0.40654 -1.35420 0.66369 0.78 2.18 -4.19
C -0.86054 -2.17394 1.42055 -0.29 -0.41 1.32
C 0.61052 1.43084 -0.92608 -0.36 0.83 -1.18
S 0.03445 -0.24105 -1.43295 -0.29 -0.81 4.16
I -1.46396 -3.14896 3.09733 0.21 0.26 -0.74
H 1.48040 1.50576 -0.21136 -0.77 -0.39 -1.26
H -0.17635 2.15071 -0.60334 0.21 -1.03 0.16
H 0.78201 1.83083 -2.00784 0.50 -0.64 1.73
```
Forces are in eV/Å.

highest occupied orbital energy	-9.23	eV
calculated total energy	-811.79738	Eh
orbital gap	7.62	eV

=====

No. 4
Density functional theory data (wB97M-V/def2-TZVPD) for C2H3NP2 in the gas phase in a non-equilibrium geometry.

XYZ file:
```
8
Properties=species:S:1:pos:R:3:forces:R:3
C 0.73275 0.07583 -0.95037 -0.38 -0.93 0.48
C -0.34185 -0.09703 -0.14485 -0.15 0.06 -0.23
N 1.10840 1.31888 -1.32870 0.59 1.06 -0.25
P -1.34349 1.37869 0.07683 0.04 -0.31 -0.58
P 0.28453 2.57218 -0.80646 -0.24 0.01 -0.43
H 1.35918 -0.74531 -1.27394 0.03 -0.11 0.00
H -0.63017 -1.05236 0.26384 -0.07 -0.15 -0.15
H -0.79652 1.72448 1.28826 0.18 0.37 1.18
```
Forces are in eV/Å.

highest occupied orbital energy	-9.01	eV
calculated total energy	-815.42567	Eh
orbital gap	8.35	eV
structure (SMILES)	C1=NP=[PH]=C1

=====

No. 5
Density functional theory data (wB97M-V/def2-TZVPD) for C12H58B7O6PbZr as an isolated structure in a non-equilibrium geometry.

XYZ file:
```
85
Properties=species:S:1:pos:R:3:forces:R:3
Pb -2.22669 1.85655 -2.19672 0.90 -0.43 -1.56
Zr -0.93697 -3.43002 -1.08160 -0.51 3.17 -0.13
B -2.53652 -3.17549 0.61331 -1.85 0.17 1.44
H -3.41733 -3.36774 1.32135 -1.02 -0.38 0.78
H -1.94112 -2.29004 0.94184 1.40 1.65 0.66
H -1.87127 -4.06348 0.54006 1.52 -3.06 0.47
H -2.92371 -3.08952 -0.42836 -1.17 0.56 -2.64
B 0.66875 -3.80713 0.66827 0.48 -1.43 2.20
H -0.06205 -4.51649 1.20564 -0.76 -0.87 0.94
H 0.75142 -4.23400 -0.36080 0.94 -1.39 -2.92
H 0.13804 -2.82230 0.57266 -0.98 2.62 -0.09
H 1.67368 -3.76480 1.21404 1.23 0.14 0.34
B 0.70051 -2.54980 -2.40904 1.81 1.16 -1.75
H 0.63241 -3.66456 -2.42912 0.00 -3.31 -0.07
H 1.62414 -2.13768 -2.94524 1.14 0.29 -0.54
H -0.20239 -2.11606 -2.89442 -2.29 0.80 -1.04
H 0.73023 -2.18438 -1.35986 0.16 0.52 3.02
B -2.42977 -3.25035 -2.92800 -2.41 -1.09 -1.23
H -1.48313 -3.84047 -2.92562 2.80 -2.15 -0.53
H -2.24840 -2.38936 -2.23295 0.24 2.27 1.46
H -2.69941 -2.97404 -4.00123 0.03 0.46 -1.22
H -3.25674 -3.95521 -2.52962 -1.05 -0.84 0.97
B 0.24417 2.81036 -2.36424 -0.01 0.08 0.11
H -0.08641 2.42990 -3.40687 -0.37 -0.21 -1.59
H 1.36887 3.04824 -2.29982 1.42 0.31 -0.02
H -0.40996 3.68590 -1.97371 -0.86 1.45 0.36
H 0.02351 1.91888 -1.64944 -0.07 -1.22 1.27
B -1.41701 -0.44896 -0.83865 -0.77 1.79 -0.49
H -2.55108 -0.36935 -1.04467 -1.61 -0.33 0.05
H -0.89069 -0.01608 -1.77188 1.01 0.25 -1.22
H -1.14681 0.20300 0.07286 0.56 0.30 1.42
H -1.08232 -1.54256 -0.77674 0.75 -1.82 0.36
B -2.77677 0.35059 -4.39926 -0.41 -0.69 -0.53
H -1.78454 0.91995 -4.20946 1.35 1.04 0.09
H -2.51783 -0.76668 -4.37536 0.38 -1.44 0.30
H -3.65417 0.55321 -3.66384 -1.09 0.36 1.37
H -3.24797 0.54779 -5.43593 -0.31 0.76 -1.43
C 2.61821 4.24459 5.96431 -0.42 0.32 -0.99
O 2.15000 4.42680 4.63189 -0.44 0.11 0.59
C 2.56242 3.44636 3.68478 -0.55 0.85 0.00
C 1.35168 2.69355 3.08900 1.33 -0.03 -0.54
O 1.78219 1.33826 3.09326 -0.20 -0.13 -0.32
C 0.86292 0.42512 2.56713 -1.31 -1.68 0.20
H 3.63761 4.63678 6.01790 0.25 -0.62 0.29
H 2.46406 3.19171 6.20406 0.53 0.04 0.53
H 2.02163 4.88010 6.61918 -0.19 -0.14 -0.04
H 3.21603 2.67311 4.09218 0.11 0.20 0.21
H 3.10436 4.06915 2.97083 0.07 -0.65 -0.51
H 1.20133 2.97609 2.04318 -0.15 0.21 0.04
H 0.43766 2.90625 3.65117 0.04 -0.26 0.24
H 0.24679 0.00154 3.37306 -0.22 0.37 0.10
H 1.26837 -0.49088 2.12464 1.01 0.40 0.17
H 0.17690 0.71780 1.76706 0.26 0.86 0.13
C -5.77923 0.85363 -1.56598 -1.40 -1.25 0.52
O -4.56539 1.40524 -1.13243 -0.47 0.39 0.86
C -4.74602 2.43515 -0.16965 0.27 2.21 -0.70
C -3.58093 2.62046 0.78889 -0.35 -2.54 -0.65
O -2.38373 2.88118 0.06299 -0.31 1.13 1.47
C -1.30579 3.04011 0.97307 1.16 -1.16 0.27
H -6.52991 1.52046 -2.00250 0.61 0.56 -0.28
H -6.32105 0.41406 -0.71602 0.22 0.04 0.22
H -5.62992 0.00869 -2.23431 0.56 0.32 -0.23
H -5.70936 2.42995 0.34274 0.10 -0.72 0.24
H -4.77134 3.41076 -0.68536 -0.23 -0.12 -0.43
H -3.42146 1.61306 1.19920 -0.04 0.29 0.77
H -3.84073 3.35827 1.54807 0.25 0.14 -0.04
H -1.28788 2.25366 1.73670 -0.86 0.19 0.29
H -1.24862 4.01931 1.44597 -0.17 0.13 -0.20
H -0.36581 2.74966 0.50097 -0.14 0.78 -0.75
C 7.26182 -2.34760 -0.17848 -0.54 -2.28 -0.05
O 6.17310 -1.75028 0.45679 -0.44 1.30 -0.31
C 4.92894 -2.42645 0.33770 0.14 -0.55 0.44
C 3.68844 -1.60499 0.59562 0.32 1.13 -1.24
O 3.72625 -0.52853 -0.33335 -0.13 -0.05 0.22
C 2.49550 0.15440 -0.49185 0.34 0.46 -1.04
H 7.57924 -3.21508 0.42227 0.74 0.46 0.49
H 8.06871 -1.67462 -0.44503 -0.11 0.31 0.43
H 7.01610 -2.94273 -1.07276 -0.52 0.78 -0.45
H 4.92248 -3.19849 1.11692 -0.06 -0.56 -0.39
H 4.80194 -2.81845 -0.67338 0.28 -0.32 0.00
H 3.61623 -1.26785 1.63648 -0.13 0.05 -0.03
H 2.81311 -2.16536 0.25666 0.13 -0.58 0.83
H 2.43688 0.95370 0.24902 -0.41 -0.01 0.02
H 1.58079 -0.44609 -0.57830 0.26 -0.36 0.81
H 2.52086 0.57066 -1.50191 0.21 0.48 0.21
```
Forces are in eV/Å.

highest occupied orbital energy	-6.11	eV
calculated total energy	-1356.73007	Eh
net charge	-1
orbital gap	7.50	eV

=====

No. 6
Density functional theory data (wB97M-V/def2-TZVPD) for a 2-piece molecular cluster, C11H14N2O overall in a non-equilibrium geometry.

XYZ file:
```
28
Properties=species:S:1:pos:R:3:forces:R:3
C 1.79438 -3.06539 -3.31062 -0.86 -0.74 1.06
C 2.21142 -0.60533 0.17679 0.84 0.50 0.37
C 3.18282 -1.55783 -0.11953 0.19 0.23 -0.22
C 1.16072 -0.39057 -0.68253 -0.69 -0.38 -0.64
C 3.14031 -2.22970 -1.32306 -0.41 -0.49 0.31
C 1.00289 -1.27269 -1.75122 0.12 -0.10 -0.03
C 1.98091 -2.18418 -2.10136 0.50 0.31 -0.58
O 2.47039 0.15449 1.29694 -0.41 0.52 -0.05
H 2.04826 1.02603 1.20742 0.05 -0.54 0.07
H 4.02587 -1.68406 0.54783 -0.02 0.18 0.00
H 0.43630 0.41577 -0.63121 0.09 -0.02 0.63
H 3.99508 -2.83695 -1.59902 -0.18 -0.17 -0.08
H 0.09450 -1.27490 -2.33906 -0.05 0.37 -0.09
H 2.63943 -3.72513 -3.44568 0.48 0.27 -0.59
H 1.39021 -2.58934 -4.20271 0.57 0.18 -0.06
H 1.01810 -3.77849 -3.02040 -0.25 -0.10 -0.08
C -3.88351 1.11354 0.63887 -0.63 0.88 0.97
C -2.76013 1.93171 2.81784 0.41 -0.44 -0.41
C -3.02586 2.01321 1.47785 0.02 -0.06 0.11
C -1.49164 3.46051 1.87015 0.20 -0.76 -0.36
N -1.71124 2.79466 3.04173 0.12 1.32 0.23
N -2.23840 2.98596 0.90854 0.14 0.12 -0.18
H -3.03092 1.18655 3.53725 -0.31 0.04 0.25
H -1.42715 3.22377 3.91636 -0.12 -0.60 -0.09
H -4.57852 1.70052 0.03864 0.29 0.06 -0.35
H -4.54952 0.56388 1.31262 0.39 -0.46 -0.23
H -0.65216 4.12547 1.71417 -0.31 0.24 0.25
H -3.24253 0.49848 0.02341 -0.18 -0.36 -0.18
```
Forces are in eV/Å.

highest occupied orbital energy	-8.29	eV
calculated total energy	-612.29312	Eh
orbital gap	8.94	eV
structure (SMILES)	Cc1ccc(O)cc1.Cc1c[nH]cn1